Run 1
DFT (the ωB97M-V functional and the def2-TZVPD basis) results for 2 unconnected molecules or ions with the total composition H6N2.

Positions of all 8 atoms, in Å:
N: -1.821 0.463 1.486
H: -1.210 0.615 2.294
H: -1.254 0.007 0.764
H: -2.535 -0.213 1.775
N: 1.460 -0.211 -1.430
H: 2.064 -0.989 -1.143
H: 2.005 0.648 -1.311
H: 1.291 -0.321 -2.435

* HOMO: -9.9 eV
* SMILES string: N.N
* LUMO energy: 1.07 eV

The Löwdin scheme yields these atomic charges, measured in e: -0.013, 0.003, -0.003, 0.003, -0.012, 0.007, 0.008, 0.008

Run 2
DFT (the ωB97M-V functional and the def2-TZVPD basis) results for 2 unconnected molecules or ions with the total composition H6N2.

Positions of all 8 atoms, in Å:
N: 1.057 -2.694 2.602
H: 0.760 -2.052 3.344
H: 0.310 -3.387 2.491
H: 1.091 -2.151 1.734
N: -0.905 2.513 -2.805
H: -1.487 3.201 -2.315
H: 0.046 2.894 -2.835
H: -0.873 1.676 -2.215

* HOMO: -10.2 eV
* SMILES string: N.N
* LUMO energy: 1.08 eV

The Löwdin scheme yields these atomic charges, measured in e: -0.014, 0.005, 0.005, 0.004, -0.015, 0.005, 0.005, 0.004

Quick look at relative energies in eV: run 1 0.000; run 2 0.052.

Run 1
DFT (the ωB97M-V functional and the def2-TZVPD basis) results for a molecular structure, C5H11NS.

Positions of all 18 atoms, in Å:
C: -0.698 1.804 -0.222
C: -1.652 -0.399 -0.613
C: 0.519 -0.307 0.472
C: 1.874 0.239 0.272
C: 0.811 -1.824 0.386
H: -1.537 1.926 -0.854
H: 0.115 2.539 -0.411
H: -1.059 2.022 0.783
H: -1.997 -0.096 -1.569
H: -2.437 -0.131 0.256
H: -1.408 -1.430 -0.805
H: 0.203 -0.034 1.498
H: 1.989 1.191 0.792
H: 2.046 0.343 -0.843
H: 0.710 -2.283 -0.608
H: 0.334 -2.478 1.094
N: -0.414 0.309 -0.473
S: 2.601 -1.389 0.847

* HOMO: -8.5 eV
* LUMO energy: 0.98 eV

The Löwdin scheme yields these atomic charges, measured in e: -0.051, -0.125, -0.547, -0.425, -0.359, 0.052, 0.088, 0.075, 0.064, 0.135, 0.068, 0.144, 0.080, 0.106, 0.080, 0.062, -0.243, 0.796

Run 2
DFT (the ωB97M-V functional and the def2-TZVPD basis) results for 2 unconnected molecules or ions with the total composition C5H11NS.

Positions of all 18 atoms, in Å:
C: -1.013 1.080 -1.030
C: 3.530 0.429 0.406
C: -2.888 -0.378 -0.901
C: -1.468 -0.266 1.027
C: 2.453 -0.086 0.968
N: -1.770 0.308 -0.262
S: 0.263 2.152 -0.509
H: 4.435 -0.112 -0.030
H: 0.292 2.979 -1.633
H: 3.319 1.432 -0.053
H: -3.527 -0.633 -0.091
H: -3.510 0.314 -1.429
H: -2.634 -1.283 -1.427
H: -1.219 0.515 1.674
H: -2.379 -0.693 1.490
H: -0.714 -1.050 0.978
H: 2.531 -0.941 1.588
H: 1.648 0.599 1.205

* HOMO: -7.7 eV
* LUMO energy: 0.80 eV

The Löwdin scheme yields these atomic charges, measured in e: -0.476, -0.092, -0.076, -0.075, -0.126, -0.330, 0.671, 0.075, -0.114, 0.040, 0.059, 0.081, 0.092, 0.063, 0.090, 0.096, 0.033, -0.010

Quick look at relative energies in eV: run 1 0.000; run 2 2.165.

Run 1
DFT (the ωB97M-V functional and the def2-TZVPD basis) results for a molecular structure, C7H12N2.

Positions of all 21 atoms, in Å:
C: -1.922 -2.045 -0.186
C: -1.332 -0.683 0.131
C: -0.193 -0.301 -0.477
C: -0.279 2.110 0.154
C: -1.622 2.481 0.225
C: 1.811 1.079 -0.384
C: 2.551 -1.091 0.494
H: -2.887 -2.297 -1.171
H: -0.788 -2.765 -0.489
H: -2.450 -2.490 0.934
H: -1.621 -0.238 1.061
H: 0.047 -0.954 -1.247
H: 0.422 2.883 0.176
H: -2.492 1.763 -0.064
H: -1.943 3.486 0.104
H: 2.236 1.996 -1.122
H: 1.191 -1.257 0.500
H: 2.927 -0.807 1.983
H: 3.229 -2.086 -0.081
N: 0.346 0.970 -0.225
N: 2.770 0.247 -0.315

* HOMO: -8.1 eV
* LUMO energy: 0.54 eV

The Löwdin scheme yields these atomic charges, measured in e: -0.173, -0.236, -0.195, -0.191, 0.006, -0.218, -0.168, 0.152, 0.143, 0.121, 0.094, 0.097, 0.078, 0.070, 0.016, 0.174, 0.098, 0.171, 0.116, -0.092, -0.063

Run 2
DFT (the ωB97M-V functional and the def2-TZVPD basis) results for C7H12N2 in the gas phase.

Positions of all 21 atoms, in Å:
C: 1.021 1.734 0.290
C: -0.232 0.892 0.308
C: -1.111 1.083 -0.929
N: -1.566 -0.307 -1.224
C: -0.529 -1.159 -1.622
C: -1.094 -1.314 -0.252
C: -0.197 -0.591 0.703
C: 1.055 -1.335 1.109
N: -0.919 0.379 1.482
H: 0.612 2.841 0.308
H: 1.744 1.760 1.133
H: 1.716 1.486 -0.598
H: -0.473 1.531 -1.756
H: -1.961 1.713 -0.575
H: -0.664 -1.930 -2.485
H: 0.542 -0.809 -1.634
H: -1.891 -2.000 0.050
H: 1.813 -0.629 1.560
H: 0.934 -2.293 1.753
H: 1.538 -1.577 0.123
H: -0.339 0.525 2.258

* HOMO: -8.8 eV
* SMILES string: C[C@@]12CN3C[C@H]3[C@]1(C)N2
* LUMO energy: 0.88 eV

The Löwdin scheme yields these atomic charges, measured in e: -0.052, -0.444, -0.097, -0.058, -0.159, -0.174, -0.450, -0.019, 0.148, 0.116, 0.067, 0.106, 0.135, 0.127, 0.132, 0.118, 0.145, 0.082, 0.111, 0.083, 0.081

Quick look at relative energies in eV: run 1 6.723; run 2 0.000.

Run 1
DFT (the ωB97M-V functional and the def2-TZVPD basis) results for C4H11N2S in the gas phase.

Positions of all 18 atoms, in Å:
N: 0.825 0.447 -1.447
C: 0.770 -0.220 -0.135
C: 2.115 0.059 0.774
S: 3.754 -0.517 0.073
C: -0.407 0.170 0.832
N: -1.727 0.342 0.253
C: -2.321 -0.680 -0.533
H: 1.866 0.798 -1.616
H: 0.189 1.301 -1.453
H: 0.650 -1.331 -0.080
H: 2.185 -0.329 1.900
H: 2.088 1.216 0.797
H: -0.491 -0.720 1.516
H: -0.091 1.118 1.206
H: -1.963 1.334 0.145
H: -1.922 -1.691 -0.125
H: -3.488 -0.777 -0.543
H: -2.031 -0.520 -1.565

* HOMO (alpha / beta): -8.4 / -8.4 eV
* LUMO energy (alpha / beta): 0.91 / -2.00 eV
* ⟨S²⟩: 0.753
* 2S+1: 2

The Löwdin scheme yields these atomic charges, measured in e: 0.008, -0.471, -0.589, 0.548, -0.237, -0.168, -0.159, 0.090, 0.086, 0.113, 0.089, 0.085, 0.128, 0.096, 0.115, 0.108, 0.100, 0.056

Run 2
DFT (the ωB97M-V functional and the def2-TZVPD basis) results for a molecular structure, C4H11N2S.

Positions of all 18 atoms, in Å:
C: 2.154 -0.051 0.062
C: 1.852 0.689 1.354
S: 0.160 1.259 1.477
H: 1.976 0.546 -0.823
H: 1.491 -0.889 -0.028
H: 3.198 -0.364 -0.022
H: 2.530 1.563 1.464
H: 2.045 0.002 2.198
C: -2.119 -1.054 0.439
N: -1.009 0.916 -1.215
C: -1.389 -0.325 -1.604
N: -1.767 -1.392 -0.969
H: -1.381 -1.382 1.188
H: -3.063 -1.508 0.673
H: -2.140 0.064 0.619
H: -0.506 1.029 -0.177
H: -0.632 1.466 -1.983
H: -1.399 -0.569 -2.653

* HOMO (alpha / beta): -8.3 / -8.3 eV
* LUMO energy (alpha / beta): 0.61 / -2.73 eV
* ⟨S²⟩: 0.753
* 2S+1: 2

The Löwdin scheme yields these atomic charges, measured in e: -0.177, -0.617, 0.810, 0.061, 0.061, 0.077, 0.083, 0.073, -0.183, 0.002, -0.382, -0.038, 0.052, 0.053, 0.037, -0.085, 0.078, 0.094

Quick look at relative energies in eV: run 1 0.537; run 2 0.000.

Run 1
DFT (the ωB97M-V functional and the def2-TZVPD basis) results for 2 unconnected molecules or ions with the total composition C3H10N2O2S.

Positions of all 18 atoms, in Å:
N: -0.020 -1.412 1.420
C: -0.719 -0.669 0.526
O: -1.638 -1.140 -0.115
C: -0.243 0.768 0.303
N: 0.832 0.718 -0.697
C: -1.406 1.585 -0.233
S: -1.090 3.356 -0.378
H: 0.624 -0.980 2.058
H: -0.182 -2.401 1.383
H: 0.086 1.128 1.282
H: 1.427 -0.094 -0.645
H: 1.424 1.536 -0.586
H: -2.308 1.413 0.341
H: -1.638 1.243 -1.241
H: -0.747 3.593 0.892
O: 1.977 -2.536 -1.267
H: 1.473 -2.671 -2.079
H: 2.149 -3.437 -0.964

* HOMO: -9.0 eV
* SMILES string: NC(=O)[C@@H](N)CS.O
* LUMO energy: 0.57 eV

The Löwdin scheme yields these atomic charges, measured in e: 0.171, -0.527, 0.061, -0.406, 0.064, -0.550, 0.708, 0.103, 0.109, 0.127, 0.050, 0.069, 0.074, 0.080, -0.155, -0.062, 0.045, 0.038

Run 2
DFT (the ωB97M-V functional and the def2-TZVPD basis) results for 2 unconnected molecules or ions with the total composition C3H10N2O2S.

Positions of all 18 atoms, in Å:
N: 1.131 -0.128 -2.139
C: 0.601 0.610 -1.062
O: -0.093 1.560 -1.211
C: 0.894 0.179 0.351
N: 0.973 1.249 1.341
C: -0.070 -0.933 0.941
S: 0.688 -1.914 2.177
H: 1.146 -1.178 -1.896
H: 0.921 0.044 -3.102
H: 1.900 -0.325 0.396
H: 0.979 2.304 0.938
H: 0.165 1.272 2.137
H: -0.597 -1.608 0.151
H: -1.076 -0.301 1.186
H: 1.259 -1.044 2.964
O: -2.717 -0.221 -0.933
H: -3.612 -0.301 -1.229
H: -2.493 0.736 -1.012

* HOMO: -9.0 eV
* SMILES string: NC(=O)[C@@H](N)CS.O
* LUMO energy: 0.66 eV

The Löwdin scheme yields these atomic charges, measured in e: 0.141, -0.533, 0.069, -0.444, -0.029, -0.614, 0.733, 0.136, 0.086, 0.120, 0.136, 0.132, 0.095, 0.118, -0.160, -0.061, 0.020, 0.052

Quick look at relative energies in eV: run 1 0.000; run 2 1.453.

Run 1
DFT (the ωB97M-V functional and the def2-TZVPD basis) results for C6H5NS in the gas phase.

Positions of all 13 atoms, in Å:
C: -0.794 3.289 0.215
C: -0.706 2.118 0.689
C: -0.636 0.710 0.992
C: -1.437 0.266 2.064
N: -1.874 -0.318 2.942
C: 0.060 0.043 0.050
S: 0.033 -1.773 -0.015
C: 1.219 -2.191 -1.388
H: -0.974 4.281 -0.192
H: 0.766 0.565 -0.657
H: 0.924 -2.008 -2.363
H: 1.237 -3.260 -1.338
H: 2.183 -1.722 -0.999

* HOMO: -8.7 eV
* SMILES string: C#C/C(C#N)=C/SC
* LUMO energy: -0.18 eV

The Löwdin scheme yields these atomic charges, measured in e: 0.132, -0.119, -0.379, -0.208, 0.186, -0.329, 0.849, -0.363, 0.030, 0.117, 0.006, 0.013, 0.065

Run 2
DFT (the ωB97M-V functional and the def2-TZVPD basis) results for C6H5NS in the gas phase.

Positions of all 13 atoms, in Å:
C: 1.078 2.327 -0.086
C: 0.735 1.178 0.102
C: 0.249 -0.213 0.063
C: 1.279 -1.279 0.008
N: 2.042 -2.136 -0.086
C: -0.780 -0.388 -1.126
S: -2.302 -0.329 -0.084
C: -0.882 -0.432 1.126
H: 1.567 3.334 -0.089
H: -0.605 -1.389 -1.637
H: -0.694 0.414 -1.863
H: -0.884 -1.411 1.697
H: -0.802 0.324 1.976

* HOMO: -9.3 eV
* SMILES string: C#CC1(C#N)CSC1
* LUMO energy: 0.39 eV

The Löwdin scheme yields these atomic charges, measured in e: 0.140, -0.097, -0.526, -0.161, 0.170, -0.400, 0.823, -0.395, 0.064, 0.105, 0.078, 0.096, 0.102

Quick look at relative energies in eV: run 1 0.385; run 2 0.000.

Run 1
DFT (the ωB97M-V functional and the def2-TZVPD basis) results for C6H5NS in the gas phase.

Positions of all 13 atoms, in Å:
C: 4.140 0.975 0.895
C: 2.916 0.662 0.580
C: 1.710 0.408 0.283
C: 0.512 0.300 -0.139
N: -0.643 0.367 -0.477
C: -1.819 0.648 -0.984
C: -2.804 -0.481 -0.963
S: -2.181 2.171 -1.542
H: 4.525 1.964 0.704
H: 4.813 0.265 1.345
H: -3.592 -0.303 -1.688
H: -3.256 -0.550 0.029
H: -2.308 -1.426 -1.175

* HOMO: -8.2 eV
* SMILES string: C=C=C=C=NC(C)=S
* LUMO energy: -0.63 eV

The Löwdin scheme yields these atomic charges, measured in e: 0.017, -0.096, -0.001, -0.030, 0.094, -0.883, -0.105, 0.643, 0.065, 0.061, 0.068, 0.087, 0.080

Run 2
DFT (the ωB97M-V functional and the def2-TZVPD basis) results for C6H5NS in the gas phase.

Positions of all 13 atoms, in Å:
C: 1.327 -1.037 -1.707
C: -0.550 0.043 1.263
C: 0.148 -1.011 1.944
C: 1.122 -1.095 -0.403
C: -0.312 0.325 0.020
C: -0.688 1.351 -0.820
N: 1.461 -0.718 -2.815
S: 1.113 -1.927 1.004
H: -1.336 0.505 1.731
H: -0.232 -1.420 2.955
H: 0.061 2.133 -0.605
H: -0.326 1.107 -1.822
H: -1.787 1.746 -0.744

* HOMO (alpha / beta): -8.1 / -8.1 eV
* LUMO energy (alpha / beta): -0.56 / -0.56 eV

The Löwdin scheme yields these atomic charges, measured in e: -0.384, -0.207, -0.445, -0.416, -0.170, -0.088, 0.140, 1.043, 0.092, 0.106, 0.110, 0.074, 0.145

Quick look at relative energies in eV: run 1 0.000; run 2 0.928.